57
Properties=species:S:1:pos:R:3:forces:R:3 method="wB97M-V/def2-TZVPD" max_force_ev_per_a=7.1 total_charge=+1 lumo_energy_ev=-4.46 spin_multiplicity=1 homo_energy_ev=-11.315 orbital_gap_ev=6.86
Br 0.293 -1.230 3.162 -0.2 -0.2 0.3
Br 3.642 -0.554 0.143 0.1 0.2 -0.3
S -2.739 2.117 2.297 -4.2 0.4 -1.3
S 2.336 2.359 3.184 0.5 0.2 -0.5
S 6.157 -3.082 -4.755 -0.1 0.1 0.1
P 0.472 2.273 2.734 4.7 0.4 0.9
O -1.508 1.840 2.960 -7.0 -0.5 -1.1
O -3.096 3.637 2.521 0.5 -0.2 0.1
O 5.426 -2.961 -5.962 0.0 0.0 0.0
O 6.475 -1.629 -4.160 0.1 0.0 0.0
O 5.132 -3.520 -3.602 -0.1 0.0 -0.1
O -2.846 1.785 0.916 0.0 0.1 0.5
O 7.337 -3.858 -4.677 0.1 0.0 0.0
O -3.956 1.488 3.071 0.3 0.0 -0.1
N -0.435 2.161 0.160 0.7 -0.1 -0.4
N -4.264 -1.357 0.553 0.1 0.2 -0.3
N -0.700 1.815 -1.088 0.1 -0.2 0.1
C 2.580 -1.159 1.570 -0.1 -0.1 0.2
C 5.146 -2.583 -2.521 0.2 0.0 0.1
C -2.378 -0.145 -2.579 -0.1 -0.1 0.1
C 0.358 -0.230 -0.540 -0.1 0.0 0.1
C -2.663 -0.698 -1.194 -0.2 -0.2 0.2
C 3.272 -2.089 2.515 -0.3 -0.1 0.0
C -0.344 0.590 -1.450 0.4 0.5 0.7
C -4.470 3.757 2.965 -0.4 0.0 0.0
C -4.678 2.510 3.803 -0.1 0.3 0.3
C -0.866 0.110 -2.761 0.0 0.1 -0.1
C -4.079 -1.176 -0.896 0.1 0.0 0.1
C 0.636 0.182 0.750 -0.1 0.0 -0.6
C 0.174 1.458 1.110 0.2 0.1 -0.6
C 1.336 -0.705 1.695 0.3 0.0 -0.2
C 5.495 -1.265 -3.187 -0.2 0.1 0.0
H 0.641 -1.228 -0.853 0.1 0.0 0.0
H -4.237 2.600 4.796 0.0 0.0 0.0
H -3.481 -1.912 0.887 -0.1 -0.1 0.2
H -0.762 3.096 0.378 0.1 0.0 -0.1
H 5.905 -2.883 -1.797 0.0 0.0 0.0
H -2.480 0.082 -0.452 0.1 -0.1 -0.1
H 3.327 -1.636 3.505 0.1 0.0 0.0
H -0.168 3.491 2.463 0.1 0.2 -0.1
H -4.119 -0.432 0.947 -0.1 -0.1 0.3
H -5.119 3.778 2.089 0.0 0.0 0.0
H 4.263 -2.346 2.163 0.1 0.1 0.0
H -0.704 0.882 -3.511 0.1 -0.1 -0.1
H 2.692 -3.010 2.608 0.0 0.0 0.0
H 5.932 -0.541 -2.505 0.1 0.0 -0.1
H -0.406 1.609 3.586 4.5 -0.6 2.1
H 4.168 -2.580 -2.051 -0.1 -0.1 -0.1
H -4.787 -0.418 -1.235 -0.1 -0.1 -0.1
H -1.970 -1.519 -0.963 0.0 0.0 0.0
H -2.886 0.811 -2.700 -0.2 0.0 -0.1
H 4.633 -0.825 -3.695 0.0 0.0 0.0
H -2.740 -0.831 -3.345 0.1 0.1 -0.1
H -4.307 -2.116 -1.398 0.0 0.0 -0.1
H -5.717 2.209 3.881 0.0 -0.1 -0.1
H -4.573 4.679 3.528 0.2 0.0 0.0
H -0.351 -0.799 -3.063 0.1 0.0 0.0

---

98
Properties=species:S:1:pos:R:3:forces:R:3 method="wB97M-V/def2-TZVPD" max_force_ev_per_a=0.7 total_charge=0 lumo_energy_ev="0.00 / 0.11" spin_multiplicity=2 homo_energy_ev="-4.793 / -7.593" s_squared=0.782 orbital_gap_ev="4.79 / 7.70"
Cr 0.276 1.510 -0.051 -0.2 -0.6 0.4
P -0.245 -2.075 0.046 0.1 0.2 -0.1
F -3.915 0.415 1.705 0.1 0.1 0.0
F -3.054 1.072 3.586 -0.1 0.0 -0.1
F -4.431 2.352 2.504 0.1 0.0 0.0
O -2.111 3.342 1.633 -0.1 0.1 0.0
O -1.415 1.249 1.152 0.1 -0.3 0.0
O 0.128 -0.638 -0.015 0.0 -0.2 0.0
N 0.300 3.071 -0.071 0.1 0.5 -0.1
N -0.703 -2.676 -1.413 -0.1 0.1 0.0
N 1.844 1.221 1.394 -0.3 0.0 0.0
N 1.796 1.161 -1.203 0.1 0.2 -0.5
N 1.052 -2.969 0.548 -0.2 0.0 0.2
N -0.674 1.361 -2.021 0.1 0.1 0.0
N -1.502 -2.346 1.069 0.1 -0.2 0.1
C 0.476 4.481 -0.283 -0.1 -0.1 0.1
C 4.153 0.838 -1.472 0.2 -0.1 -0.5
C 0.273 1.480 -2.983 -0.1 0.0 -0.1
C 4.131 0.759 2.907 0.1 0.0 -0.1
C 2.735 1.134 -3.391 -0.3 0.0 -0.2
C -1.402 -1.902 2.470 0.0 0.0 0.0
C -1.377 1.944 -4.644 0.0 0.0 0.0
C -3.568 -2.844 2.029 -0.1 0.0 -0.1
C 0.908 -4.223 1.293 0.0 -0.1 0.0
C -0.783 4.991 -0.985 0.0 0.1 0.0
C -1.966 1.455 -2.370 0.0 0.0 -0.1
C -2.188 2.125 1.626 -0.1 0.1 0.0
C -1.816 -4.288 -2.730 0.0 -0.1 0.0
C 1.790 1.280 2.740 0.2 0.0 0.0
C 2.355 -2.337 0.840 0.0 0.0 -0.1
C -1.926 -2.923 -3.403 -0.1 0.1 0.0
C 1.659 1.261 -2.551 0.3 -0.1 0.3
C 0.490 1.630 3.387 0.0 0.0 0.0
C -2.653 -3.223 0.869 0.0 0.0 -0.1
C 3.098 -3.391 1.657 0.1 0.1 0.0
C -1.657 -1.947 -2.261 0.1 0.0 0.0
C 0.656 5.156 1.076 0.1 0.1 0.0
C 4.016 0.905 -2.848 0.1 0.0 0.5
C -3.018 1.184 -1.344 -0.1 0.1 0.0
C -2.581 -2.587 3.164 0.0 0.1 0.1
C 1.715 4.658 -1.155 0.1 0.1 -0.1
C -0.659 -4.104 -1.748 0.0 -0.1 0.0
C 3.037 0.974 -0.653 -0.2 0.1 0.7
C 3.044 0.983 0.791 0.1 0.0 -0.6
C -2.345 1.764 -3.671 0.0 -0.1 0.0
C 2.908 1.041 3.520 -0.1 0.0 0.0
C -0.050 1.782 -4.303 0.0 0.0 0.1
C 1.977 -4.130 2.377 0.0 0.0 0.0
C -3.420 1.496 2.350 0.0 0.0 0.1
C 4.207 0.743 1.539 0.0 0.0 0.3
H 3.823 -2.936 2.330 0.0 0.0 0.0
H 2.588 4.213 -0.677 0.0 0.0 0.0
H 3.632 -4.079 0.998 0.0 0.0 0.0
H -4.108 -1.929 1.785 0.0 0.0 0.0
H -1.465 -0.817 2.504 -0.1 0.1 0.0
H -0.701 6.063 -1.169 0.0 0.0 0.0
H 1.908 5.720 -1.314 0.0 0.0 0.0
H 1.538 4.757 1.581 0.0 0.0 0.0
H -4.295 -3.623 2.257 0.0 0.0 0.0
H -0.915 4.485 -1.944 0.0 0.0 0.0
H -1.628 -5.100 -3.432 0.0 0.0 0.0
H 4.876 0.796 -3.493 0.0 0.0 0.0
H -2.738 -4.520 -2.191 0.0 0.0 0.0
H 0.080 2.542 2.949 0.0 0.0 0.0
H 2.875 -2.072 -0.082 0.0 0.0 0.0
H 2.609 1.193 -4.462 0.0 0.0 0.0
H 5.132 0.687 -1.041 0.0 0.0 0.0
H -0.443 -2.204 2.907 0.0 0.0 0.0
H 1.581 4.179 -2.127 0.0 0.0 0.0
H -1.655 4.799 -0.361 0.0 0.0 0.0
H -3.398 1.841 -3.904 0.0 0.0 0.0
H 1.095 -5.088 0.645 0.0 0.0 0.0
H -0.219 4.977 1.697 -0.1 0.0 0.0
H -1.216 -1.012 -2.601 0.0 -0.1 0.0
H -0.249 0.847 3.224 0.0 0.0 0.0
H 0.793 6.231 0.945 0.0 0.0 0.0
H 2.818 1.086 4.595 0.0 0.0 0.0
H -3.111 -3.052 -0.105 0.0 0.0 0.0
H 2.210 -1.424 1.415 0.0 0.0 0.0
H 1.604 -3.530 3.211 0.0 0.0 0.0
H -0.774 -4.737 -0.865 0.0 0.0 0.0
H 5.014 0.566 3.503 0.0 0.0 0.0
H -2.381 -4.286 0.927 0.0 0.0 0.0
H -2.992 -1.969 3.960 0.0 0.0 0.0
H 5.141 0.540 1.038 0.0 0.0 0.0
H -1.158 -2.820 -4.171 0.0 0.0 0.0
H 0.730 1.897 -5.039 0.0 0.0 0.0
H 2.275 -5.104 2.764 0.0 0.0 0.0
H -3.878 0.713 -1.822 0.0 0.0 0.0
H -2.579 -1.707 -1.717 0.0 0.0 0.0
H 0.300 -4.356 -2.211 0.0 0.0 0.0
H 0.633 1.774 4.456 0.0 0.0 0.0
H -2.640 0.547 -0.550 0.0 0.0 0.0
H -1.654 2.192 -5.660 0.0 0.0 0.0
H -2.895 -2.750 -3.871 0.0 0.0 0.0
H -2.265 -3.536 3.603 0.0 0.0 0.0
H -0.100 -4.322 1.701 0.0 0.0 0.0
H -3.361 2.117 -0.889 0.0 0.0 0.0

---

25
Properties=species:S:1:pos:R:3:forces:R:3 method="wB97M-V/def2-TZVPD" max_force_ev_per_a=4.6 total_charge=0 lumo_energy_ev=0.92 spin_multiplicity=1 homo_energy_ev=-9.944 smiles=COC(C)(CCCCl)OC orbital_gap_ev=10.86
Cl -1.862 0.055 -3.320 -1.1 -0.3 -0.6
O 0.340 -1.739 0.609 1.1 0.9 -0.9
O 1.116 0.596 0.724 0.6 -2.5 1.6
C -1.561 1.486 -2.316 3.0 1.0 -3.4
C 2.002 0.374 1.908 -0.8 2.6 -0.5
C 1.065 -2.191 -0.567 1.2 1.0 -0.3
C -0.016 -0.332 0.696 0.4 0.2 0.2
C -0.948 0.276 -0.398 0.9 -1.2 1.2
C -0.833 -0.299 1.982 -0.2 0.4 2.1
C -0.371 1.107 -1.514 0.1 1.2 1.2
H -1.494 -0.569 -0.795 -0.4 -0.2 -0.2
H 2.613 -0.503 2.013 -0.4 -1.0 -0.6
H 1.218 -3.322 -0.491 -0.5 1.8 -0.2
H -1.829 -0.834 1.848 1.2 1.0 0.0
H 0.113 2.025 -1.110 -0.2 -0.7 -0.2
H 0.278 0.619 -2.216 0.7 -0.4 0.2
H -0.362 -0.819 2.902 -0.5 0.8 -1.7
H 2.101 -1.670 -0.800 -1.7 -1.0 1.3
H -2.359 1.795 -1.760 -2.4 0.5 1.3
H 2.743 1.201 1.844 -0.6 -0.3 0.0
H -0.934 0.823 2.240 -0.3 -1.9 -0.2
H -1.661 0.896 0.169 0.2 -0.1 -0.4
H 0.500 -1.821 -1.430 -0.2 -0.9 -0.2
H 1.388 0.544 2.815 0.5 -0.2 -0.4
H -1.247 2.305 -3.031 -0.7 -0.8 0.7

---

61
Properties=species:S:1:pos:R:3:forces:R:3 method="wB97M-V/def2-TZVPD" max_force_ev_per_a=10.3 total_charge=+1 lumo_energy_ev=-5.60 spin_multiplicity=1 homo_energy_ev=-11.735 orbital_gap_ev=6.14
S 0.611 0.245 0.311 1.5 0.8 -1.5
S 3.134 -0.042 -1.818 3.9 0.3 0.2
P 1.677 1.314 -0.925 -3.7 2.6 2.4
O 6.233 -1.929 -2.365 0.6 0.2 0.4
O -4.751 -3.840 -0.790 0.6 1.1 -0.3
O 2.445 2.579 0.027 -0.4 -2.2 -4.4
O 8.116 -1.148 -1.328 -1.5 -1.8 -1.4
O -3.090 -2.286 7.876 0.6 0.1 0.8
O 2.741 4.237 -6.154 0.5 -1.1 1.0
O 8.068 -3.232 -2.268 -0.3 1.3 0.3
O 0.726 1.913 -2.263 3.1 -2.0 1.5
O -2.094 -0.506 8.832 -0.2 -0.9 0.3
O -3.279 -2.200 -1.403 -2.1 -0.6 1.2
O -4.395 0.517 2.398 0.4 0.3 1.0
O 3.752 2.463 -5.122 -2.0 1.3 0.1
O -2.025 -2.536 9.885 -0.8 1.6 -2.2
O 1.747 3.274 -4.376 1.0 -0.5 -0.6
O -4.027 1.087 4.583 0.6 0.2 -2.5
O -2.866 2.096 2.890 -0.7 -0.5 0.6
O -5.207 -1.694 -0.282 1.0 -0.4 -0.4
C -3.479 -1.145 7.136 -0.8 0.1 -0.9
C -5.864 -3.848 0.084 -0.6 -0.9 0.6
C -3.784 1.221 3.395 -0.5 -0.3 2.3
C -4.008 1.114 1.176 -0.4 -0.2 -1.2
C -2.462 -0.121 7.522 0.2 1.0 -0.5
C -6.371 -2.445 0.007 -1.2 0.3 0.4
C 1.030 4.460 -4.660 -1.0 0.8 0.6
C 5.997 -3.042 -3.208 -0.8 -0.3 -0.8
C 1.438 4.781 -6.061 -0.7 0.8 -0.8
C 2.828 3.255 -5.210 1.7 -0.9 -0.5
C 7.011 -4.039 -2.751 0.0 -1.2 -0.2
C 4.832 0.648 -1.276 7.9 5.3 -1.1
C 7.524 -2.025 -1.934 1.7 1.5 1.3
C 6.086 1.332 -1.265 -9.4 -4.1 -1.2
C -2.372 -1.838 8.947 0.7 -1.5 2.1
C -4.320 -2.547 -0.872 1.8 0.4 -1.0
C -2.720 1.790 1.516 0.7 0.3 -0.7
H 7.004 2.081 -1.411 -2.2 -2.2 0.8
H 0.899 1.332 -3.072 -0.4 1.3 1.3
H 3.026 0.039 -3.243 0.6 0.6 1.3
H 6.150 -2.735 -4.248 0.0 0.0 0.1
H -1.574 -0.151 6.881 -0.1 0.0 0.0
H -1.855 1.130 1.390 -0.1 0.1 0.0
H 4.973 -3.406 -3.091 0.1 0.2 0.1
H -3.470 -1.357 6.063 0.0 -0.1 0.3
H -4.494 -0.860 7.434 0.1 0.0 0.0
H -0.047 4.294 -4.568 0.2 -0.1 0.1
H -5.522 -4.115 1.089 0.0 0.0 -0.1
H -2.560 2.701 0.931 0.0 -0.1 0.3
H -7.093 -2.305 -0.804 0.1 0.0 0.1
H -4.784 1.823 0.868 0.1 0.0 0.1
H 6.642 -4.666 -1.932 0.0 0.1 -0.1
H -6.823 -2.114 0.946 0.2 0.1 -0.2
H 1.332 5.235 -3.948 0.0 -0.1 -0.1
H -2.870 0.894 7.516 0.2 -0.2 0.1
H -6.609 -4.579 -0.244 0.3 0.1 0.0
H 3.074 3.069 -0.583 -0.7 -0.3 1.0
H 7.356 -4.684 -3.564 0.1 0.2 0.2
H 0.798 4.295 -6.805 0.1 0.0 0.1
H 1.453 5.858 -6.254 0.2 -0.2 0.0
H -3.888 0.358 0.395 -0.1 0.0 0.3

---

49
Properties=species:S:1:pos:R:3:forces:R:3 method="wB97M-V/def2-TZVPD" max_force_ev_per_a=0.4 total_charge=-1 lumo_energy_ev=1.30 spin_multiplicity=1 homo_energy_ev=-6.780 orbital_gap_ev=8.08
Br 4.864 -1.518 2.282 -0.1 0.0 0.0
Al -1.531 -4.846 2.498 0.0 -0.1 0.0
F -0.349 -3.702 2.943 0.1 0.1 -0.1
F -3.007 -4.024 2.409 0.0 0.1 0.0
F -1.128 -5.467 0.981 0.0 0.0 0.0
F -1.610 -6.081 3.641 0.0 0.0 0.0
O -2.015 0.596 4.019 -0.1 0.2 0.0
O 0.832 0.988 -4.383 0.3 0.1 0.1
O -2.757 1.348 -1.136 0.1 0.2 0.2
O -1.524 -0.270 0.828 0.1 0.3 0.2
C 1.556 -1.376 -0.833 -0.1 0.0 -0.1
C 1.535 -0.552 -1.958 -0.3 0.0 0.0
C -0.520 -0.379 -0.047 0.0 -0.2 -0.3
C 4.041 -1.647 -0.492 -0.1 -0.1 0.2
C -0.031 2.660 -2.935 -0.1 0.1 0.1
C 0.504 0.361 -2.105 0.0 0.0 0.1
C 2.686 -2.352 -0.619 0.1 0.2 0.0
C 0.480 1.297 -3.267 -0.1 -0.1 -0.1
C -1.063 2.762 -2.003 0.2 0.0 0.0
C -1.290 -0.807 2.136 -0.1 -0.1 0.1
C 4.110 -0.684 0.687 0.1 0.1 -0.1
C 0.028 5.046 -3.137 0.1 -0.1 -0.1
C 0.535 -1.288 0.103 0.1 0.1 0.1
C -3.664 0.071 2.369 0.1 -0.1 0.2
C -1.561 4.008 -1.653 -0.1 -0.2 -0.1
C -1.008 5.145 -2.218 -0.1 0.1 0.1
C -2.418 -0.422 3.089 -0.1 0.1 -0.2
C -0.532 0.463 -1.170 0.0 0.0 0.1
C 0.512 3.800 -3.507 -0.1 0.0 -0.1
C -1.584 1.495 -1.391 -0.1 -0.1 0.0
H 4.265 -1.085 -1.400 0.0 0.0 -0.1
H 1.304 3.694 -4.235 0.0 0.0 0.0
H -1.393 6.116 -1.935 0.0 0.1 0.0
H -2.682 -1.310 3.664 0.1 -0.1 0.0
H 4.817 -2.403 -0.371 0.1 0.0 -0.1
H 3.136 -0.309 0.984 -0.1 0.0 0.0
H 2.298 -0.603 -2.723 0.0 0.0 0.0
H 4.759 0.159 0.475 0.0 0.0 0.1
H -2.364 4.064 -0.931 -0.1 0.0 0.0
H -1.074 0.758 3.930 0.1 -0.1 0.0
H 0.469 5.935 -3.566 0.0 0.1 0.0
H 2.737 -3.037 -1.467 -0.1 -0.1 0.0
H -3.463 1.040 1.918 -0.1 0.0 -0.1
H -3.968 -0.636 1.602 0.0 0.0 0.0
H 0.564 -1.947 0.961 -0.1 0.0 0.0
H -4.465 0.173 3.099 -0.1 0.0 0.0
H 2.497 -2.936 0.282 0.0 -0.1 0.0
H -0.333 -0.411 2.498 0.1 0.0 0.1
H -1.197 -1.886 2.086 -0.1 -0.1 0.0

---

101
Properties=species:S:1:pos:R:3:forces:R:3 method="wB97M-V/def2-TZVPD" max_force_ev_per_a=0.7 total_charge=-1 lumo_energy_ev=2.40 spin_multiplicity=1 homo_energy_ev=-2.926 orbital_gap_ev=5.33
Pd -0.597 1.244 0.061 0.0 -0.2 0.2
P 1.532 -1.401 -1.815 -0.1 0.3 0.2
O 0.969 -0.606 -0.694 0.2 -0.4 -0.1
N -0.290 0.071 3.360 -0.2 0.1 -0.1
N -2.361 -0.350 0.996 -0.1 -0.1 0.1
N -1.753 2.404 1.975 -0.1 0.0 0.1
N -2.567 -0.551 2.311 0.1 0.1 0.1
N 0.458 0.520 2.335 0.0 0.0 0.1
N -2.126 1.822 3.130 0.1 -0.2 0.0
C 1.719 0.278 2.637 0.2 0.0 0.0
C -1.889 6.780 -0.092 0.0 0.0 0.0
C -2.535 -0.173 -1.859 0.0 -0.1 0.1
C 3.328 -1.623 -1.756 0.1 0.1 0.1
C -3.508 -1.508 2.507 0.1 0.0 0.0
C -3.918 -1.945 1.264 -0.1 0.0 -0.1
C -1.781 4.580 0.919 0.0 -0.1 0.1
C -1.214 6.311 -1.211 0.0 0.0 0.0
C 0.678 1.465 -4.508 0.0 0.0 0.0
C 0.497 -0.468 4.325 -0.1 0.0 -0.1
C 0.903 0.757 -3.334 0.0 0.0 -0.1
C -0.824 4.976 -1.260 0.0 0.0 0.0
C -3.169 -1.170 0.346 -0.1 -0.1 -0.1
C 5.565 -1.349 -2.610 0.0 0.0 0.0
C -2.538 -0.208 -3.245 0.0 0.0 0.0
C 0.928 -5.407 -2.479 0.0 0.0 0.0
C 1.199 -0.603 -3.396 0.0 0.0 -0.1
C 1.242 -1.256 -4.625 0.0 0.1 0.0
C 6.076 -1.948 -1.468 0.0 0.0 0.0
C 1.803 -0.358 3.899 0.1 0.0 0.0
C -3.850 -2.218 -3.217 0.0 0.0 0.1
C -0.281 -3.306 -1.110 0.0 0.0 0.0
C 3.565 1.875 -0.243 0.0 -0.1 0.0
C -3.193 -1.173 -1.133 0.1 0.0 0.2
C 4.193 -1.181 -2.752 0.0 0.0 0.0
C 0.879 -3.084 -1.848 -0.1 -0.1 0.0
C -0.239 -5.623 -1.753 0.0 0.0 0.0
C 0.733 0.816 -5.734 0.0 0.0 0.0
C -3.952 -1.965 3.861 0.0 0.0 -0.1
C -0.038 -1.046 5.595 0.0 0.0 0.0
C 5.219 -2.374 -0.460 0.0 0.0 0.0
C -3.188 -1.228 -3.932 0.0 0.0 0.1
C 1.491 -4.140 -2.521 -0.1 0.0 0.0
C 5.156 0.726 1.134 -0.1 0.0 0.0
C -1.101 4.114 -0.211 0.0 -0.1 0.1
C 2.806 0.703 1.726 -0.1 0.0 0.1
C -3.853 -2.185 -1.828 0.0 0.0 -0.1
C -2.695 3.946 3.299 0.0 0.1 0.0
C -3.220 2.395 5.315 0.0 0.0 0.0
C -2.168 5.919 0.962 0.0 0.0 0.0
C -2.082 3.677 2.051 0.0 0.2 0.0
C -0.840 -4.577 -1.067 0.0 0.1 0.0
C -2.701 2.734 3.955 0.1 -0.1 -0.1
C 1.009 -0.546 -5.794 0.0 0.0 0.0
C 4.125 0.337 1.982 0.1 0.0 -0.1
C 3.851 -2.210 -0.601 0.0 0.0 0.0
C 2.537 1.485 0.598 -0.1 -0.1 0.0
C 4.880 1.494 0.013 0.0 0.0 0.0
B -1.829 0.315 3.379 0.1 0.0 -0.1
H -2.425 2.035 5.973 0.0 0.0 0.0
H 1.495 1.749 0.364 0.3 0.0 0.1
H -2.029 0.569 -3.803 0.0 0.0 0.0
H -3.662 3.283 5.766 0.0 0.0 0.0
H -2.252 0.009 4.464 0.0 0.0 -0.1
H -4.407 -1.157 4.437 0.0 0.0 0.0
H -4.681 -2.682 1.063 0.1 0.0 0.0
H -0.536 -0.290 6.205 0.0 0.0 0.0
H -3.077 4.880 3.681 0.0 0.0 0.0
H -0.775 3.040 -0.262 -0.1 0.6 -0.1
H -3.983 1.615 5.271 0.0 0.0 0.0
H -2.696 6.292 1.832 0.0 0.0 0.0
H 1.032 -1.054 -6.751 0.0 0.0 0.0
H 3.338 2.471 -1.121 0.0 0.0 0.0
H -0.719 -2.481 -0.559 0.0 0.0 0.0
H 0.438 2.521 -4.463 0.0 0.0 0.0
H 3.796 -0.701 -3.638 0.0 0.0 0.0
H 6.236 -1.000 -3.385 0.0 0.0 0.0
H -0.293 4.601 -2.129 0.0 0.0 0.0
H 4.349 -0.275 2.849 0.0 0.0 0.0
H -4.363 -2.965 -1.273 0.0 0.0 0.0
H 0.783 -1.468 6.175 0.0 0.0 0.0
H -0.993 6.978 -2.036 0.0 0.0 0.0
H 1.405 -6.230 -2.997 0.0 0.0 0.0
H -4.687 -2.763 3.747 0.0 0.0 0.0
H 3.178 -2.516 0.194 0.0 0.0 0.0
H 2.680 -0.681 4.438 0.0 0.0 0.0
H -2.199 7.817 -0.039 0.0 0.0 0.0
H -0.765 -1.838 5.404 0.0 0.0 0.0
H 5.620 -2.816 0.443 0.0 0.0 0.0
H 7.147 -2.073 -1.357 0.0 0.0 0.0
H -0.674 -6.615 -1.717 0.0 0.0 0.0
H 2.414 -3.976 -3.067 0.0 0.0 0.0
H -1.743 -4.743 -0.492 0.0 0.0 0.0
H -2.009 0.627 -1.301 -0.1 -0.1 -0.3
H -3.177 -1.248 -5.015 0.0 0.0 0.0
H 6.174 0.419 1.346 0.0 0.0 0.0
H -4.356 -3.022 -3.738 0.0 0.0 0.0
H 0.819 1.235 -2.360 0.0 0.0 0.0
H 5.681 1.795 -0.655 0.0 0.0 0.0
H 1.440 -2.321 -4.668 0.0 0.0 0.0
H -3.115 -2.351 4.447 0.0 0.0 0.0
H 0.550 1.369 -6.648 0.0 0.0 0.0